Density functional theory data (the ωB97M-V functional and the def2-TZVPD basis) for a molecular structure, C53H33F9HgN9Sb2.

```
107
Properties=species:S:1:pos:R:3:forces:R:3:mulliken_charge:R:1
Hg 1.1105 1.0451 1.2085 -0.793 -0.021 0.241 2.4859
C 3.6422 -4.6757 -0.5588 -0.049 -0.016 -0.070 -0.7319
C 3.2488 -4.3009 -1.8476 0.023 0.002 0.037 -0.5967
C 2.8440 -3.0017 -2.1290 0.001 0.036 0.025 -0.2008
C 2.8573 -2.0866 -1.0886 0.058 -0.069 0.017 0.3742
C 2.4352 -0.6787 -0.9941 -0.227 0.233 -0.363 -0.2093
N 1.9472 0.0381 -1.9916 0.157 -0.155 0.212 -0.2904
C 1.4075 1.2726 -1.8967 -0.086 -0.053 -0.041 -1.4399
C 0.9382 2.0439 -3.0407 0.030 0.090 0.000 0.7382
C 0.9940 1.8185 -4.4114 -0.007 0.036 -0.078 0.1768
C 0.3643 2.7256 -5.2476 0.031 -0.016 0.022 -0.7605
C -0.2920 3.8517 -4.7295 -0.011 0.004 0.036 -0.6959
C -0.3104 4.1062 -3.3686 0.029 0.019 -0.044 0.0021
C 0.3145 3.1951 -2.5241 0.025 0.006 0.066 0.8194
C 0.4657 3.1314 -1.0714 -0.105 0.268 0.122 -0.7256
N 0.1619 4.1149 -0.2164 0.191 -0.219 0.183 -0.5769
C 0.4305 4.1421 1.0928 -0.191 0.074 -0.436 -0.4474
N 0.8626 3.1242 1.8876 0.218 -0.111 0.087 0.0324
C 1.2170 3.5570 3.1092 -0.030 -0.116 0.037 -0.1375
N 1.7939 2.8645 4.1190 0.040 -0.282 -0.057 -0.5496
C 2.3173 1.6526 4.0476 -0.143 0.536 -0.039 -0.0548
N 2.3952 0.8456 2.9579 0.178 -0.117 -0.220 -0.5554
C 3.1406 -0.2531 3.1939 -0.061 -0.097 -0.224 -0.6686
N 3.4442 -1.2311 2.3449 -0.012 0.134 0.042 -0.4372
C 3.1221 -1.2694 1.0509 -0.004 0.124 0.170 -0.0558
N 2.6179 -0.2798 0.2949 0.482 0.098 -0.002 -0.8045
C 3.2767 -2.4589 0.1964 -0.012 -0.130 -0.083 0.2011
C 3.6597 -3.7587 0.4837 0.002 0.052 0.079 0.0186
C 3.5537 -0.2114 4.6096 0.007 0.057 0.112 0.7863
C 4.2759 -1.0923 5.3945 0.053 0.032 -0.090 0.0821
C 4.4379 -0.7709 6.7353 0.023 0.047 0.048 -0.7152
C 3.9099 0.4050 7.2692 0.011 -0.042 -0.020 -0.6251
C 3.2026 1.2991 6.4754 0.023 0.025 0.011 -0.0972
C 3.0312 0.9740 5.1436 0.019 -0.082 -0.004 -0.0517
C 0.9198 4.9860 3.1723 0.063 0.034 -0.009 0.1374
C 1.1174 5.9374 4.1667 -0.041 0.035 -0.001 -0.1524
C 0.7904 7.2513 3.8800 0.014 -0.010 -0.004 -0.5810
C 0.2883 7.6161 2.6213 -0.013 -0.028 0.022 -0.5476
C 0.1016 6.6744 1.6244 -0.034 0.012 0.028 -0.2991
C 0.4159 5.3510 1.9120 0.066 -0.037 0.001 0.3335
N 1.0791 1.9549 -0.7885 0.386 -0.112 0.026 -0.3870
H 3.9157 -5.7060 -0.3684 0.021 0.022 -0.004 0.4103
H 3.2501 -5.0423 -2.6379 -0.021 0.006 0.023 0.4182
H 2.5141 -2.7084 -3.1186 -0.001 -0.020 0.029 0.5879
H 1.5311 0.9638 -4.8063 -0.064 -0.015 0.019 0.6311
H 0.3815 2.5696 -6.3194 -0.015 -0.003 0.014 0.4086
H -0.7904 4.5327 -5.4088 0.025 -0.007 0.005 0.4167
H -0.8014 4.9817 -2.9614 0.014 -0.015 -0.019 0.5489
H 3.9281 -4.0407 1.4953 -0.008 0.007 -0.034 0.5379
H 4.6751 -2.0058 4.9772 -0.075 -0.009 0.005 0.5098
H 4.9726 -1.4535 7.3837 -0.005 0.008 -0.004 0.4011
H 4.0468 0.6170 8.3222 0.004 -0.001 -0.003 0.3877
H 2.7867 2.2131 6.8787 -0.001 -0.005 -0.003 0.5468
H 1.5208 5.6506 5.1298 -0.004 -0.006 -0.025 0.5341
H 0.9358 8.0155 4.6341 -0.020 -0.008 -0.016 0.3905
H 0.0506 8.6557 2.4302 -0.002 -0.019 -0.002 0.3883
H -0.2749 6.9450 0.6459 0.027 0.015 0.021 0.5281
C -1.6549 -3.9014 0.2389 0.067 0.096 0.073 -1.2033
C -0.8899 -3.2345 1.3863 -0.058 -0.093 -0.084 0.1764
C -0.6901 -1.8075 1.1775 0.020 -0.232 0.053 -0.0179
N -0.5344 -0.6867 0.9932 0.044 0.096 0.054 -0.2569
H -1.8103 -4.9496 0.4892 0.001 -0.013 -0.008 0.5044
H -1.0829 -3.8494 -0.6891 -0.016 -0.003 0.119 0.2302
H -2.6272 -3.4308 0.0785 0.049 -0.025 0.036 0.1750
H 0.0968 -3.6824 1.5029 0.040 0.009 0.055 -0.1006
H -1.3931 -3.3629 2.3452 0.015 0.028 0.044 0.4395
F -5.9659 2.3681 -6.1619 -0.022 -0.005 -0.003 -0.3580
C -5.0414 1.8123 -5.3446 0.011 -0.007 0.022 0.3099
C -4.5425 0.5658 -5.6541 0.043 -0.077 -0.015 -0.6694
C -3.5832 0.0073 -4.8141 -0.020 0.096 0.038 -0.4527
C -3.1401 0.6851 -3.6813 0.157 -0.089 -0.103 0.4512
C -3.6755 1.9425 -3.4043 0.046 -0.019 -0.016 -0.5783
C -4.6318 2.5160 -4.2303 -0.005 0.032 0.043 -0.6623
Sb -1.6808 -0.1116 -2.2934 -0.551 0.085 0.083 0.1433
C -3.2818 -0.5408 -0.9111 0.108 -0.106 -0.092 0.5676
C -3.3534 0.3085 0.1921 -0.093 -0.078 0.051 -0.6267
C -4.4095 0.2312 1.0929 0.043 0.021 -0.014 -0.4979
C -5.3866 -0.7174 0.8748 0.012 0.022 0.019 0.2462
F -6.4168 -0.8064 1.7441 0.006 0.005 -0.006 -0.3631
C -5.3554 -1.5767 -0.2044 0.005 -0.073 -0.061 -0.6073
C -4.2972 -1.4770 -1.0989 -0.047 0.144 0.002 -0.5624
C -1.3815 -1.9601 -3.3513 0.101 0.088 0.121 0.8883
C -1.9214 -3.2117 -3.0673 -0.056 0.029 -0.098 -0.5064
C -1.5534 -4.3352 -3.7995 -0.015 -0.013 0.033 -0.6702
C -0.6389 -4.1867 -4.8207 0.007 0.025 0.021 0.2749
F -0.2758 -5.2748 -5.5335 -0.003 -0.010 -0.016 -0.3738
C -0.0733 -2.9672 -5.1334 0.024 0.052 0.000 -0.6216
C -0.4418 -1.8604 -4.3807 -0.078 -0.080 -0.020 -0.4980
H -4.9023 0.0451 -6.5328 0.023 0.026 0.011 0.4447
H -3.1825 -0.9711 -5.0537 -0.012 0.003 -0.003 0.3905
H -3.3463 2.4922 -2.5273 0.003 0.006 -0.027 0.4186
H -5.0575 3.4893 -4.0220 0.022 -0.015 -0.010 0.4463
H -2.5689 1.0384 0.3679 -0.042 -0.030 -0.002 0.4574
H -4.4767 0.8843 1.9529 0.014 -0.008 -0.006 0.4753
H -6.1530 -2.2961 -0.3416 0.026 0.016 0.013 0.4460
H -4.2921 -2.1240 -1.9675 -0.033 0.025 -0.016 0.3867
H -2.6320 -3.3362 -2.2603 0.048 0.021 -0.087 0.0807
H -1.9566 -5.3154 -3.5796 -0.005 0.020 -0.007 0.4528
H 0.6471 -2.8964 -5.9381 -0.005 -0.008 0.017 0.4628
H 0.0148 -0.9003 -4.6005 0.017 -0.040 -0.007 0.2845
F 0.9895 -2.2428 3.5145 0.178 0.100 -0.163 -0.5319
Sb 1.3589 -3.8038 4.5336 -0.298 -0.427 0.041 2.4240
F -0.5244 -3.9949 4.6745 -0.068 -0.032 0.073 -0.5938
F 1.2783 -4.8502 2.9430 -0.006 0.014 -0.083 -0.6053
F 1.5967 -5.3495 5.5888 -0.041 -0.077 0.005 -0.5652
F 3.2262 -3.7397 4.2650 0.080 0.214 0.024 -0.4971
F 1.4422 -2.7314 6.0780 0.080 0.091 0.054 -0.5957
```
Positions in Å, forces in eV/Å.

Computed properties:
Relative energy (zero: lowest compared OMol25 entry of this formula, charge and spin) = 0.0 kJ/mol
Charge = -1
E_LUMO (alpha / beta) = 0.58 / 0.62 eV
Spin multiplicity = 1
HOMO (alpha / beta) = -0.1613 / -0.1607 Ha
HOMO-LUMO gap (alpha / beta) = 4.97 / 4.99 eV

Density functional theory data (the ωB97M-V functional and the def2-TZVPD basis) for a molecular structure, C53H40BiN5.

```
99
Properties=species:S:1:pos:R:3:forces:R:3:mulliken_charge:R:1
Bi -0.4798 0.1650 0.0781 0.069 0.099 -0.095 1.3718
C -4.8501 -6.5426 -0.7356 0.002 0.006 0.001 -0.3835
C -4.8557 -5.4182 -1.5487 -0.013 -0.018 -0.002 -0.8972
C -3.9413 -4.3978 -1.3320 -0.003 -0.003 -0.011 -0.0028
C -3.0145 -4.4858 -0.2970 0.057 0.031 0.016 -0.5655
C -3.0196 -5.6149 0.5181 -0.024 -0.050 0.005 0.0202
C -3.9283 -6.6392 0.2979 -0.002 0.007 -0.004 -0.8629
C -2.0295 -3.3901 -0.0584 -0.087 -0.011 0.131 1.9812
C -1.1145 -3.1341 -1.0650 0.148 -0.050 -0.222 0.1900
C -0.9424 -3.9563 -2.2563 -0.066 0.009 0.057 -1.4090
C 0.0515 -3.4011 -2.9807 0.021 0.065 0.034 -1.4016
C 0.4985 -2.2404 -2.2302 0.020 -0.050 -0.048 0.1167
N -0.2065 -2.1073 -1.1028 -0.015 -0.047 0.158 -0.1358
C 1.5716 -1.3995 -2.5914 0.076 0.080 -0.018 1.8195
C 2.1209 -0.4263 -1.7703 -0.029 -0.034 -0.054 -0.1426
C 3.3009 0.3369 -2.1127 -0.009 0.062 0.087 -1.2750
C 3.5620 1.1755 -1.0885 0.026 -0.062 -0.046 -1.5275
C 2.5576 0.9572 -0.0772 -0.020 0.038 -0.025 0.6456
C 2.5190 1.5999 1.1435 -0.024 0.010 0.010 1.6414
C 3.5467 2.6402 1.4322 0.022 -0.012 0.012 -0.9025
C 3.1761 3.9822 1.4819 -0.024 -0.047 -0.027 0.3572
C 4.1227 4.9583 1.7560 -0.020 0.043 -0.002 -0.8100
C 5.4447 4.6051 1.9863 0.052 -0.038 0.008 -0.4317
C 5.8207 3.2694 1.9394 -0.042 0.024 -0.008 -0.7907
C 4.8742 2.2924 1.6638 0.037 0.011 0.024 0.0036
C 1.5896 1.3217 2.1682 0.015 -0.019 -0.087 0.4376
N 0.4827 0.5419 2.0380 0.129 -0.140 0.158 0.1014
C -0.1211 0.4474 3.2762 -0.030 0.006 0.051 0.4348
C -1.2251 -0.3358 3.6298 0.022 -0.012 -0.052 1.7664
C -1.8243 -0.0871 4.9684 0.003 -0.007 0.014 -0.4720
C -1.8891 -1.1093 5.9126 0.006 -0.031 0.032 -0.1799
C -2.4466 -0.8820 7.1618 0.000 0.001 -0.001 -0.8305
C -2.9527 0.3700 7.4814 0.006 0.012 -0.015 -0.4237
C -2.8936 1.3943 6.5465 -0.011 0.003 0.024 -0.8549
C -2.3296 1.1678 5.3005 -0.001 0.028 -0.029 0.0083
C -1.7880 -1.3571 2.8476 -0.025 0.014 -0.032 0.1084
C -3.0283 -2.0353 3.1336 -0.010 -0.072 -0.037 -1.1074
C -3.2414 -2.8866 2.0988 0.017 0.028 0.056 -1.2161
C -2.1310 -2.7147 1.1887 -0.031 -0.043 -0.013 0.1885
N -1.2656 -1.7994 1.6731 -0.053 0.048 -0.059 -0.7666
C 0.6411 1.2265 4.1995 0.109 0.086 -0.045 -1.3544
C 1.6972 1.7590 3.5194 -0.066 -0.005 0.106 -1.5294
N 1.6789 -0.0092 -0.5297 -0.140 0.039 0.005 -0.5339
C 2.1664 -1.5926 -3.9469 -0.036 -0.006 -0.073 -0.8366
C 1.4652 -1.1588 -5.0709 0.064 0.018 0.057 0.1469
C 1.9932 -1.3345 -6.3415 -0.035 0.017 -0.027 -0.8646
C 3.2266 -1.9475 -6.5065 0.055 -0.026 0.019 -0.4150
C 3.9328 -2.3822 -5.3931 -0.041 0.016 0.006 -0.8588
C 3.4037 -2.2048 -4.1224 0.018 -0.072 0.037 0.1200
H -5.5616 -7.3402 -0.9055 0.001 0.002 -0.001 0.3913
H -5.5748 -5.3337 -2.3535 0.001 -0.001 0.002 0.3942
H -3.9448 -3.5189 -1.9652 0.002 0.003 0.004 0.4774
H -2.3010 -5.6901 1.3248 0.010 0.014 -0.004 0.4638
H -3.9152 -7.5149 0.9341 -0.002 0.000 -0.003 0.3843
H -1.4927 -4.8560 -2.4786 0.001 0.002 0.006 0.4913
H 0.4750 -3.7491 -3.9093 -0.009 0.003 0.003 0.5135
H 3.8591 0.2312 -3.0275 -0.007 -0.032 -0.011 0.5313
H 4.3764 1.8758 -1.0061 0.001 0.003 0.017 0.5654
H 2.1423 4.2497 1.2896 0.019 0.011 0.014 0.2902
H 3.8264 5.9993 1.7864 0.001 -0.003 -0.002 0.4175
H 6.1826 5.3672 2.2015 -0.009 0.008 -0.001 0.3739
H 6.8495 2.9860 2.1212 0.002 0.008 0.001 0.3983
H 5.1621 1.2483 1.6326 -0.012 -0.004 0.000 0.4901
H -1.4876 -2.0840 5.6645 -0.004 0.002 -0.008 0.4973
H -2.4820 -1.6843 7.8875 -0.001 0.004 0.001 0.3865
H -3.3907 0.5477 8.4550 0.000 -0.002 -0.001 0.3873
H -3.2900 2.3726 6.7859 -0.001 -0.003 0.005 0.4032
H -2.2878 1.9656 4.5688 0.004 -0.005 0.002 0.4410
H -3.6610 -1.8677 3.9894 -0.006 0.004 0.003 0.5179
H -4.0812 -3.5457 1.9536 -0.006 0.002 0.002 0.4559
H 0.4343 1.3097 5.2536 -0.005 -0.007 0.000 0.5421
H 2.4995 2.3603 3.9141 0.005 0.001 -0.012 0.5659
H 0.5130 -0.6588 -4.9399 -0.031 0.001 -0.003 0.4063
H 1.4408 -0.9851 -7.2046 0.003 -0.004 0.003 0.4093
H 3.6392 -2.0856 -7.4976 -0.011 0.006 -0.003 0.3778
H 4.8948 -2.8643 -5.5105 0.000 0.003 -0.015 0.4034
H 3.9511 -2.5518 -3.2540 -0.008 0.006 0.011 0.4753
C -1.6326 1.0086 -3.0323 -0.035 -0.064 -0.014 -0.8549
N -0.7869 2.0316 -3.6014 -0.027 0.044 -0.038 0.2661
C -1.5628 3.1638 -4.0703 -0.006 0.013 -0.001 -0.9928
C 0.3309 2.4092 -2.7375 0.138 -0.008 0.019 -0.4013
C -0.0108 3.1591 -1.4603 0.032 -0.051 -0.001 0.7852
C -0.0511 4.5519 -1.5124 0.012 0.027 0.032 -0.3266
C -0.3830 5.3065 -0.3968 0.006 -0.010 -0.021 -0.8932
C -0.6831 4.6604 0.7919 -0.001 0.023 0.009 -0.7690
C -0.6272 3.2728 0.8508 -0.062 0.015 0.062 -0.4887
C -0.2802 2.4938 -0.2541 -0.030 0.062 -0.143 0.5521
H -2.3799 0.7036 -3.7675 -0.012 0.006 0.015 0.5264
H -2.1742 1.3316 -2.1252 -0.012 0.019 -0.020 0.2574
H -1.0358 0.1196 -2.7970 0.017 0.017 -0.002 0.0766
H -2.2785 2.8262 -4.8217 0.003 -0.017 0.005 0.3532
H -0.9024 3.8960 -4.5379 0.019 -0.012 0.004 0.3084
H -2.1210 3.6721 -3.2700 -0.005 -0.001 0.010 0.3426
H 1.0178 3.0172 -3.3337 -0.062 0.031 -0.026 0.7989
H 0.8727 1.4940 -2.4983 -0.042 0.002 0.024 -1.2076
H 0.1907 5.0542 -2.4438 0.002 -0.004 0.002 0.4007
H -0.4055 6.3877 -0.4560 -0.001 -0.006 -0.003 0.3836
H -0.9471 5.2344 1.6724 -0.001 -0.014 0.010 0.4666
H -0.8510 2.8026 1.8071 0.012 -0.042 -0.006 0.2873
```
Positions in Å, forces in eV/Å.

Computed properties:
E_LUMO = -1.22 eV
Spin multiplicity = 1
HOMO = -0.2501 Ha
HOMO-LUMO gap = 5.59 eV

no.,E (eV)
1,-110622.6219
2,-68899.9425